The following is a DFT calculation (the ωB97M-V functional and the def2-TZVPD basis) of a molecular structure, C23H60N8O6 at a distorted geometry.

Element x y z (Å)
O -2.225 13.807 -20.719
O -7.399 12.268 -15.988
O -3.972 14.820 -17.169
O -2.496 11.634 -13.271
O -5.922 16.064 -17.546
O -2.619 14.282 -12.906
N -5.630 13.871 -17.397
N 0.448 12.282 -21.145
N -6.359 13.927 -14.825
N -7.714 14.577 -17.648
N -0.972 12.809 -15.055
N -4.599 11.819 -16.061
N -7.167 12.115 -13.862
N -1.434 10.769 -13.692
C 0.259 8.428 -13.880
C -1.847 12.685 -19.987
C -1.292 13.767 -12.771
C -1.043 9.873 -11.367
C -0.512 13.813 -14.151
C 0.349 13.795 -19.290
C -2.202 10.464 -15.946
C -0.232 12.526 -19.876
C -3.066 14.682 -11.588
C -0.478 10.501 -12.628
C 0.724 9.590 -13.077
C -3.419 14.445 -20.355
C -3.422 12.597 -14.170
C 0.263 11.780 -12.229
C -1.775 9.702 -14.676
C -3.232 15.815 -17.863
C -0.554 8.833 -15.149
C -7.007 12.765 -14.936
C -0.712 15.182 -14.861
C -6.392 14.918 -17.563
C -3.142 13.958 -16.344
C -2.877 8.807 -14.202
C -4.109 13.106 -15.483
H -2.580 11.987 -14.495
H -0.041 9.347 -15.962
H -0.111 14.094 -18.348
H -6.093 12.973 -17.408
H -6.987 12.446 -12.925
H -1.653 10.547 -10.766
H 0.095 15.293 -15.585
H -2.505 13.394 -17.025
H -2.518 15.453 -11.046
H -0.266 9.754 -10.613
H -4.946 11.916 -17.004
H -0.789 14.414 -12.052
H -3.956 16.506 -18.294
H -7.876 13.593 -17.811
H -0.255 11.628 -19.259
H -0.404 7.875 -13.215
H -0.149 11.968 -21.896
H -4.026 11.941 -13.542
H -2.938 11.148 -12.571
H -8.318 15.385 -17.619
H -3.060 13.689 -11.138
H -0.138 12.447 -11.466
H 1.250 9.166 -12.221
H 1.427 13.788 -19.129
H -1.215 12.774 -12.329
H -0.713 15.920 -14.059
H -4.278 13.783 -20.243
H 0.698 13.211 -21.453
H -3.161 13.555 -13.719
H -5.055 13.632 -15.353
H 1.296 11.715 -11.885
H -2.744 15.432 -18.759
H -2.219 11.810 -20.520
H -2.483 16.228 -17.187
H -0.075 14.632 -19.845
H -3.288 8.210 -15.016
H -3.699 15.148 -21.139
H 0.501 13.636 -13.788
H -5.915 14.289 -13.992
H -0.920 7.844 -15.423
H -3.769 9.303 -13.821
H -1.000 12.012 -14.436
H 1.047 7.699 -14.066
H 1.426 10.120 -13.721
H -4.090 15.037 -11.701
H -1.712 9.017 -11.457
H 0.299 12.326 -13.171
H -6.292 14.395 -15.717
H -2.504 8.222 -13.361
H -2.202 12.644 -18.957
H -5.339 11.411 -15.507
H -7.535 11.194 -14.056
H -3.281 10.615 -15.971
H -1.893 9.955 -16.859
H -1.683 15.301 -15.341
H -2.604 14.617 -15.663
H -3.417 14.849 -19.343
H -4.642 13.978 -17.222
H -1.641 11.399 -15.939
H -1.870 12.926 -15.502

Values from the calculation:
Molecular weight ... 544.8 g/mol
Largest force on an atom ... 0.34989 Eh/bohr
LUMO ... 0.1463 eV
E_HOMO ... -6.19 eV
Total charge ... 0

The following is a DFT calculation (the ωB97M-V functional and the def2-TZVPD basis) of 4 unconnected molecules or ions with the total composition C23H61BNO17P4 at a distorted geometry.

Element x y z (Å)
P 0.961 1.227 6.134
P 4.832 2.553 1.687
P -2.169 -3.324 -0.114
P -5.881 0.041 -7.555
O 6.430 3.118 1.190
O 1.359 1.063 7.810
O -3.019 -3.322 -1.549
O -6.349 -1.003 -8.597
O -5.748 -1.051 -6.317
O 5.413 1.339 2.838
O -0.843 -3.907 -1.060
O -3.356 -2.802 0.732
O -7.422 0.556 -7.180
O 0.604 1.375 4.635
O -5.357 1.209 -6.391
O 7.282 0.430 -0.992
O -1.477 -1.832 -0.311
O -0.258 0.135 6.454
O 8.244 2.761 -1.224
O 8.609 2.773 1.801
O 2.151 0.104 5.881
N 2.610 2.839 0.062
C -0.717 -1.305 0.761
C -6.347 3.319 -7.072
C -9.315 -0.637 -8.085
C 7.454 2.024 1.293
C -3.408 -1.111 -5.727
C -1.550 -0.759 4.621
C 3.957 3.524 0.243
C -0.733 -5.318 -1.165
C -5.227 -2.350 -1.610
C -1.499 0.236 5.766
C 9.416 2.006 2.759
C -0.685 1.542 9.030
C -5.082 2.505 -6.898
C 10.079 0.626 2.173
C -1.667 -5.876 -2.218
C 0.724 1.979 8.688
C -8.424 0.588 -8.189
C 4.211 1.140 6.593
C -4.598 -1.875 -6.278
C 0.662 -1.937 0.803
C -4.408 -3.627 -1.551
C 3.415 0.561 5.438
C 6.689 0.914 2.220
B 7.666 1.695 -0.338
H 3.296 1.296 4.638
H -5.051 -1.831 -2.558
H -2.292 0.003 6.482
H -7.975 0.679 -9.184
H 3.947 -0.301 5.026
H -9.025 1.487 -8.028
H 2.175 3.118 -0.858
H -6.899 2.994 -7.961
H 3.475 2.316 2.121
H 3.747 2.061 6.961
H 1.323 2.010 9.604
H -4.380 -2.275 -7.272
H 7.041 0.710 -1.945
H -6.295 -2.574 -1.527
H 0.301 -5.537 -1.449
H 2.699 1.793 0.049
H 10.277 -0.083 3.113
H -10.035 -0.660 -8.909
H -3.661 -0.628 -4.777
H -1.654 -5.271 -3.129
H -1.395 -6.908 -2.474
H -8.737 -1.567 -8.098
H -4.612 -4.228 -2.441
H -7.016 3.212 -6.213
H -4.824 -2.719 -5.619
H 11.153 0.785 1.676
H -2.556 -1.778 -5.571
H -2.699 -5.898 -1.851
H 9.021 3.201 -0.753
H 4.575 3.275 -0.749
H -4.529 2.428 -7.840
H 1.147 -1.880 -0.178
H -0.690 -0.656 3.950
H -6.113 4.382 -7.209
H 7.284 0.228 2.956
H -1.524 -1.784 5.009
H 10.328 2.711 3.068
H -1.673 1.261 5.422
H 9.397 0.009 1.450
H 4.243 0.439 7.434
H -4.675 -4.241 -0.684
H -1.068 2.099 9.894
H -0.733 0.472 9.250
H 0.731 2.982 8.249
H -1.242 -1.449 1.708
H -3.102 -0.319 -6.418
H 4.740 1.452 0.736
H -4.954 -1.650 -0.813
H -9.867 -0.623 -7.139
H -1.366 1.738 8.195
H 0.595 -2.997 1.066
H 4.801 3.633 2.647
H -2.467 -0.629 4.038
H 8.806 1.854 3.772
H -4.433 3.002 -6.169
H 1.295 -1.439 1.543
H 6.320 0.114 1.414
H -0.618 -0.228 0.591
H 3.895 4.671 0.468
H -0.917 -5.779 -0.189
H 5.233 1.371 6.283

Values from the calculation:
Molecular weight ... 758.4 g/mol
Largest force on an atom ... 0.19604 Eh/bohr
LUMO ... -0.8776 eV
E_HOMO ... -4.07 eV
Total charge ... -1